No. 1
C3H3NO2 | ωB97M-V/def2-TZVPD

**ΔE to the lowest compared entry with this formula, charge and spin**: 81.6 kcal per mole
**HOMO-LUMO gap**: 10.728 eV
**HOMO level**: -0.3655 Eh
**SMILES**: Oc1ccon1

ORCA input file:
```
! wB97M-V def2-TZVPD RIJCOSX def2/J DEFGRID3
* xyz 0 1
O -0.9211 -1.3245 -1.3517
C -0.4699 -0.3426 -0.5819
C -0.5508 -0.0417 0.7879
C 0.4822 0.8329 0.9148
O 1.1545 0.9989 -0.2223
N 0.5471 0.2464 -1.1771
H 0.1304 -1.3310 -1.6323
H -1.1940 -0.4815 1.5339
H 0.8216 1.4431 1.7286
*
```

No. 2
C21H46B2O32PS7 | ωB97M-V/def2-TZVPD

**HOMO-LUMO gap**: 4.569 eV
**HOMO level**: -0.1094 Eh

ORCA input file:
```
! wB97M-V def2-TZVPD RIJCOSX def2/J DEFGRID3
* xyz -1 1
C 2.9578 0.8262 -0.3444
C 2.2937 -0.5864 -0.4081
O 2.1380 -0.9091 -1.7933
B 1.6541 -2.2005 -1.9540
O 2.5237 -3.2929 -2.0340
C 0.0828 -2.4496 -2.0076
C -0.7648 -1.5443 -3.0177
O -1.9583 -1.3987 -2.2783
B -1.3911 -1.1181 -0.9489
P -2.5322 -0.4458 0.4848
C -1.8022 -1.1586 2.0540
C -2.1524 1.3740 0.5723
C -2.9896 2.0889 -0.5101
O -0.5412 -2.3226 -0.7158
H 2.6558 1.2758 0.6072
H 2.5192 1.3621 -1.1927
H 4.0399 0.6959 -0.4510
H 1.3352 -0.4913 0.1192
H 2.8789 -1.3597 0.1197
H 2.0797 -4.0325 -1.6017
H -0.1175 -3.5192 -2.2450
H -0.8804 -2.0045 -4.0120
H -0.3701 -0.5199 -3.1395
H -0.5510 -0.2008 -1.0830
H -0.7033 -1.1194 1.9803
H -2.1517 -0.5671 2.9087
H -2.1398 -2.1969 2.1404
H -1.0959 1.4925 0.2657
H -2.2756 1.7968 1.5767
H -4.0532 2.1008 -0.2394
H -2.6356 3.1201 -0.6337
H -2.8452 1.5565 -1.4612
C -4.6827 -4.7471 -5.1865
C -5.2625 -5.5690 -4.0562
O -4.7036 -5.0101 -2.8705
S -4.4716 -3.4097 -3.0804
O -5.5841 -2.7250 -2.5225
O -3.1348 -3.0803 -2.7561
O -4.6478 -3.4071 -4.6931
H -3.6602 -5.0555 -5.4168
H -5.2890 -4.8014 -6.0887
H -5.0100 -6.6201 -4.1362
H -6.3513 -5.4569 -4.0051
C 3.8707 -3.4021 -4.7590
C 5.2345 -3.6373 -4.1571
O 5.9786 -4.2940 -5.1974
S 5.4809 -3.7585 -6.6257
O 6.3724 -2.7461 -7.0699
O 5.1589 -4.8805 -7.4336
O 4.1298 -3.0589 -6.1332
H 3.2665 -4.3102 -4.7427
H 3.3341 -2.6033 -4.2607
H 5.1943 -4.2548 -3.2652
H 5.7345 -2.6949 -3.9239
C -5.4406 6.2677 0.1146
C -4.4618 6.6442 -0.9776
O -3.2728 7.0278 -0.2818
S -3.1390 6.1587 1.0684
O -2.2759 5.0653 0.8133
O -2.9519 7.0550 2.1526
O -4.6526 5.6030 1.1003
H -5.8855 7.1553 0.5724
H -6.2299 5.6113 -0.2443
H -4.8214 7.4623 -1.5970
H -4.2241 5.7858 -1.6106
C 4.8375 -2.0985 2.9507
C 3.7488 -2.9451 3.5749
O 3.1656 -2.1018 4.5768
S 3.2307 -0.5744 4.0869
O 1.9848 -0.2342 3.5142
O 3.8397 0.1973 5.1158
O 4.2885 -0.7795 2.8980
H 5.7315 -2.0728 3.5788
H 5.1064 -2.4367 1.9530
H 4.1333 -3.8584 4.0213
H 2.9726 -3.1945 2.8477
C 5.6323 3.2639 7.2072
C 5.9314 2.4565 5.9647
O 6.4582 3.4125 5.0319
S 7.2639 4.5457 5.8278
O 8.6483 4.2298 5.8014
O 6.7747 5.8136 5.4253
O 6.7055 4.2114 7.2966
H 4.6956 3.8157 7.1067
H 5.5941 2.6485 8.1024
H 5.0481 1.9695 5.5630
H 6.7039 1.7073 6.1546
C -3.1947 -10.6514 -2.8064
C -4.0810 -9.6526 -2.0922
O -3.4090 -8.4005 -2.2479
S -2.6369 -8.3756 -3.6525
O -3.4499 -7.7026 -4.6051
O -1.2900 -8.0141 -3.4207
O -2.7132 -9.9535 -3.9592
H -2.3359 -10.9321 -2.1927
H -3.7346 -11.5471 -3.1036
H -4.2121 -9.8865 -1.0393
H -5.0601 -9.5758 -2.5715
C -2.4755 11.5675 4.9366
C -2.1349 12.1733 3.5907
O -1.2987 11.2048 2.9589
S -1.7483 9.7208 3.4234
O -2.6010 9.1625 2.4434
O -0.6011 9.0440 3.9044
O -2.6519 10.1740 4.6814
H -1.6503 11.6846 5.6433
H -3.3813 11.9901 5.3652
H -1.6156 13.1243 3.6811
H -3.0294 12.3045 2.9761
*
```

No. 3
C11H38N6O17 | ωB97M-V/def2-TZVPD

**HOMO-LUMO gap**: 9.624 eV
**HOMO level**: -0.3653 Eh
**SMILES**: C[N+](=O)[O-].C[N+](=O)[O-].C[N+](=O)[O-].C[N+](=O)[O-].C[N+](=O)[O-].C[N+](=O)[O-].CO.CO.CO.CO.CO

ORCA input file:
```
! wB97M-V def2-TZVPD RIJCOSX def2/J DEFGRID3
* xyz 0 1
C 5.0822 0.7703 1.2447
N 4.2158 1.9709 1.0868
O 4.6408 2.8769 0.3505
O 3.2819 2.1486 1.8349
H 5.6110 0.6133 0.2855
H 4.5049 -0.0936 1.4576
H 5.7830 1.0502 2.0318
C 3.2091 -3.2567 -1.0105
N 4.2601 -2.2850 -1.4114
O 4.5525 -2.1902 -2.5789
O 4.6627 -1.6220 -0.4832
H 2.9755 -3.0884 0.0527
H 3.5830 -4.2551 -1.2208
H 2.2712 -3.0600 -1.5584
C 3.8631 1.1595 -2.6674
N 2.6893 0.4738 -2.0949
O 2.6264 0.4132 -0.8608
O 1.8488 -0.0594 -2.7905
H 4.4735 1.5263 -1.8368
H 3.4359 2.0389 -3.1768
H 4.2928 0.4979 -3.3014
C -3.5382 -3.8112 0.7683
N -2.3147 -4.7084 0.4653
O -1.5555 -4.9581 1.3507
O -2.2182 -5.1725 -0.6637
H -3.9506 -3.4706 -0.1900
H -3.2116 -3.0811 1.4108
H -4.2229 -4.5118 1.3077
C -4.1235 2.5964 -1.5585
N -4.9027 1.2747 -1.7048
O -4.9831 0.7228 -2.7964
O -5.3955 0.8140 -0.7066
H -4.6284 3.1440 -0.7568
H -4.0455 3.0426 -2.5094
H -3.1707 2.1829 -1.2964
C 1.5734 -1.0021 2.6505
N 2.6722 -1.9375 2.6235
O 3.8346 -1.6048 2.7814
O 2.3793 -3.1151 2.3944
H 0.7073 -1.3532 3.1594
H 1.4186 -0.7375 1.6105
H 1.8840 -0.0912 3.1998
C -4.5669 0.5421 2.7017
O -3.7214 -0.0160 1.6990
H -5.4142 0.8860 2.1429
H -4.8352 -0.1810 3.4292
H -3.9501 1.3560 3.2428
H -4.2137 -0.0292 0.8652
C -1.1262 1.0640 -4.0974
O -2.0452 0.5968 -3.0828
H -1.0322 2.1345 -4.1467
H -0.1296 0.7675 -3.8996
H -1.4387 0.7084 -5.0767
H -2.9453 0.7995 -3.3554
C -0.7344 1.7444 3.1918
O -1.7191 2.3671 2.4403
H 0.2279 1.6377 2.5631
H -0.4281 2.3837 4.0091
H -1.0015 0.7327 3.6259
H -1.3839 2.5077 1.5348
C 0.5251 3.0885 -0.3075
O -0.7800 2.4191 -0.2374
H 1.4101 2.4494 -0.4608
H 0.4921 3.6063 -1.2898
H 0.6736 3.7454 0.5531
H -0.5751 1.4815 0.1376
C -0.7421 -1.3074 -0.4335
O -0.8147 -0.3178 0.5779
H -0.5529 -2.2932 -0.0499
H -1.6759 -1.4110 -1.0060
H 0.1608 -0.9798 -1.0745
H -1.7349 -0.3346 0.9113
*
```

No. 4
C4H14NO3 | ωB97M-V/def2-TZVPD

**ΔE to the lowest compared entry with this formula, charge and spin**: 14.5 kcal per mole
**HOMO-LUMO gap**: 7.324 eV
**HOMO level**: -0.1347 Eh

ORCA input file:
```
! wB97M-V def2-TZVPD RIJCOSX def2/J DEFGRID3
* xyz -1 1
C 2.0453 1.6322 -0.6028
C 0.5523 1.3130 -0.5766
N 0.3250 -0.0539 -0.1399
C -1.0287 -0.5435 -0.3990
C -2.0085 0.1689 0.5439
O -1.5100 0.1989 1.8320
H 2.1993 2.5957 -1.0899
H 2.4310 1.5928 0.4113
H 2.5703 0.8957 -1.2092
H 0.0672 1.5203 -1.5354
H 0.0489 2.0236 0.0884
H 0.3253 -0.0130 0.8855
H -1.2855 -0.4598 -1.4531
H -1.0214 -1.6041 -0.1207
H -3.0270 -0.2720 0.5438
H -2.1405 1.2062 0.1717
H -1.4490 -1.1187 2.6016
H -0.7827 -2.4954 2.3258
O -1.4499 -2.1152 2.9035
H 1.6896 -1.2640 -2.4585
H 1.4796 -1.3795 -0.9937
O 1.9694 -1.8282 -1.7287
*
```